The following is a quantum chemistry calculation of a molecular structure, C34H55BBaF4N3O14, from OMol25.

Atoms and positions in Å:
Ba 0.228 0.886 3.109
B -0.184 -0.192 0.341
F -1.354 -0.172 1.107
F -0.362 -0.975 -0.840
F 0.076 1.142 0.001
F 0.777 -0.721 1.152
C -2.281 -5.020 -1.816
C -2.098 -6.308 -1.296
C -0.895 -6.685 -0.699
C 0.046 -5.689 -0.385
C -0.154 -4.381 -0.786
C -1.281 -4.075 -1.554
N 1.242 -6.035 0.418
O 1.506 -7.138 0.746
O 1.863 -5.060 0.757
H -3.103 -4.774 -2.472
H -2.825 -7.062 -1.561
H -0.605 -7.699 -0.467
H 0.567 -3.610 -0.559
H -1.449 -3.022 -1.726
C 2.791 -1.619 -1.869
C 3.668 -1.446 -2.923
C 4.941 -1.973 -2.907
C 5.344 -2.744 -1.786
C 4.454 -2.962 -0.715
C 3.150 -2.445 -0.781
N 6.728 -3.248 -1.782
O 7.465 -3.128 -2.712
O 7.152 -3.919 -0.855
H 1.794 -1.224 -1.999
H 3.339 -0.898 -3.794
H 5.571 -1.792 -3.766
H 4.807 -3.507 0.147
H 2.407 -2.824 -0.095
C -4.613 1.056 -0.814
C -3.628 0.617 -1.689
C -3.704 0.893 -3.000
C -4.774 1.660 -3.494
C -5.733 2.161 -2.622
C -5.654 1.842 -1.247
N -4.949 1.816 -4.926
O -6.097 1.932 -5.349
O -3.998 1.790 -5.625
H -4.604 0.866 0.249
H -2.824 -0.054 -1.424
H -3.070 0.464 -3.762
H -6.508 2.818 -2.990
H -6.392 2.225 -0.558
C 1.584 4.760 -5.652
O 0.447 4.544 -6.448
C 0.139 3.172 -6.503
C -0.774 2.517 -5.382
O -0.234 2.690 -4.071
C 0.069 1.490 -3.421
H 2.506 4.321 -6.032
H 1.431 4.376 -4.643
H 1.735 5.839 -5.637
H 1.036 2.553 -6.539
H -0.337 2.979 -7.464
H -1.042 1.507 -5.693
H -1.676 3.128 -5.358
H -0.722 0.743 -3.480
H 0.026 1.625 -2.340
H 1.050 1.175 -3.778
C 2.250 4.366 3.297
O 1.187 3.644 2.597
C 0.109 4.496 2.263
C -0.961 3.804 1.474
O -1.700 2.876 2.354
C -2.919 2.399 1.772
H 1.760 4.906 4.108
H 2.721 4.978 2.528
H 3.067 3.700 3.576
H 0.601 5.262 1.664
H -0.370 4.919 3.146
H -0.540 3.165 0.698
H -1.628 4.535 1.016
H -3.532 3.276 1.563
H -3.450 1.800 2.512
H -2.863 1.845 0.835
C 1.752 -2.078 4.908
O 2.014 -1.074 3.943
C 3.272 -1.012 3.339
C 3.635 0.361 2.811
O 2.551 0.945 2.058
C 3.038 1.817 1.007
H 2.480 -2.148 5.716
H 1.726 -3.043 4.403
H 0.838 -1.967 5.491
H 3.298 -1.771 2.557
H 4.010 -1.241 4.108
H 4.569 0.207 2.271
H 3.923 1.120 3.538
H 3.921 2.422 1.212
H 2.182 2.384 0.641
H 3.271 1.150 0.177
C -2.543 1.822 5.304
O -2.137 0.621 4.562
C -2.513 -0.632 5.139
C -2.285 -1.773 4.151
O -0.966 -1.772 3.637
C -0.703 -2.799 2.645
H -2.274 1.769 6.359
H -3.620 1.956 5.202
H -2.109 2.770 4.986
H -3.590 -0.587 5.302
H -1.979 -0.928 6.042
H -3.011 -1.552 3.369
H -2.510 -2.770 4.532
H -0.842 -3.753 3.153
H 0.307 -2.854 2.239
H -1.449 -2.754 1.851

Forces on the atoms, in the same order (eV/Å):
Ba -0.7087 0.5059 1.2341
B -1.1981 -0.4235 -2.1273
F -1.0015 -0.1009 0.2414
F 0.1515 0.4822 0.7593
F 0.4876 0.1225 0.0764
F 1.2633 -0.8375 0.0125
C 1.3608 -0.1279 0.6234
C 0.3903 -0.2517 -1.1652
C 0.5450 0.9008 0.5240
C -1.1282 -0.9404 -0.6945
C -0.1452 -0.1100 -0.3232
C -0.4424 0.1780 0.9095
N -1.0943 1.9694 -0.6235
O -0.0253 -2.3312 0.0869
O 1.2658 1.1300 0.6108
H -0.2586 -0.0003 0.2981
H -0.0466 -0.1714 0.1904
H -0.4493 -0.1601 0.1548
H -0.1632 -0.0217 0.0559
H 0.0957 0.0426 -0.5890
C -0.0366 -1.1244 0.3974
C 0.0972 0.2658 0.0506
C 0.3583 -0.7533 0.7769
C -0.8989 1.3956 -0.5844
C 0.5170 0.2654 -0.6732
C 0.5234 0.1075 -1.0898
N 1.0283 -2.0697 1.3039
O -0.1661 1.7541 -2.7623
O -1.5961 0.1599 1.7529
H -0.1807 -0.0112 0.4137
H 0.0307 0.1411 -0.0351
H 0.3347 -0.2501 0.1985
H -0.1071 -0.2753 -0.0570
H 0.1172 0.4974 0.3879
C -0.2102 0.3322 0.6731
C 0.4477 -0.9947 1.0908
C -1.1593 0.8083 -2.7778
C -0.2267 -0.2417 1.7329
C 0.1353 -0.0124 0.3631
C 0.1478 0.4086 -1.5640
N -2.5292 0.1882 0.3464
O 0.2430 0.1027 0.5315
O 2.3829 -0.1517 -1.2649
H 0.3197 -0.4652 -0.0090
H 0.0722 0.0793 0.6668
H 0.4294 -0.0134 0.2440
H -0.1411 -0.1683 -0.1033
H -0.0307 -0.0071 -0.0075
C 0.1422 0.8242 0.5670
O -0.1673 -0.8563 0.2044
C -0.5591 -1.6160 0.2325
C 0.3243 2.8324 -0.7647
O -0.4908 -0.3278 -0.4016
C -0.1238 0.0212 0.7419
H -0.0313 -0.3119 -0.4348
H -0.0033 0.1402 0.1064
H 0.0082 -0.0068 0.1988
H 0.5598 0.1572 0.0454
H -0.3517 0.1380 -0.0001
H 0.2625 -0.1994 0.3359
H -0.3273 -0.2477 -0.2128
H 0.0536 -0.3738 -0.9243
H 0.7585 0.5314 0.0442
H -0.0025 -0.7151 0.2921
C -0.8082 -0.4328 -1.4158
O 0.3095 -1.0789 0.9039
C 0.4674 0.2897 -0.1188
C -0.2313 -1.5619 0.2320
O 0.4606 0.3057 -0.7093
C -0.3710 0.8948 0.1610
H 0.6389 0.0897 0.1755
H -0.1561 0.7997 0.1554
H -0.6390 -0.3767 0.5270
H -0.6499 0.5963 -0.2239
H 0.2042 0.2303 0.2797
H 0.1041 0.2824 -0.3035
H -0.1784 0.0368 0.1672
H -0.2746 0.1223 -0.0391
H 0.2867 -0.0772 0.0622
H 0.8114 -0.0422 0.1688
C 0.6304 -0.9877 0.2831
O -1.6424 1.1625 0.6988
C 0.4170 -0.3015 0.6681
C -0.3242 0.2917 0.0551
O 2.1782 0.5843 -0.3075
C -0.9388 -1.2427 -0.9438
H 0.7083 0.3132 -0.2974
H -0.0708 -0.2146 0.0151
H -0.3086 0.6749 -0.8202
H 0.2617 0.0295 -0.2751
H 0.3997 -0.2124 -0.0890
H -0.1876 -0.0007 -0.8405
H -0.2427 -0.3403 0.7275
H -0.2283 0.0459 0.6200
H 0.2539 0.3084 0.3995
H 0.3944 -0.0290 -0.1660
C -0.4347 -0.6939 0.4420
O 0.5373 0.8127 0.2851
C 0.0502 -0.4835 -0.0730
C -0.2668 0.6843 -1.1824
O 0.9869 0.3785 -0.6285
C -1.1319 -0.6467 0.9870
H -0.0271 -0.4477 0.0321
H -0.2409 -0.2421 0.0747
H 0.5668 -0.5800 -0.8106
H -0.1074 -0.2186 0.4299
H 0.1155 0.8640 0.4056
H 0.0581 -0.3347 -0.6767
H -0.1853 0.0950 0.5477
H -0.1291 -0.3005 0.0499
H -0.0509 0.9198 0.2856
H 0.1321 0.2217 -0.2058

As for the total charge: 0. Its expectation value of S² is 0.75. As for the spin multiplicity: 2. Its HOMO energy (alpha / beta) is -2.54 / -9.16 eV. The largest force on an atom comes out at 3.28 eV Å⁻¹. As for the energy: -81517.92200 eV.



The following is a quantum chemistry calculation of a molecular structure, C37H50Ge2N5O2Sr, from OMol25.

Atoms and positions in Å:
Sr -0.062 -0.577 0.239
C 2.823 -2.685 1.083
C 3.599 -1.499 1.646
C 2.849 -0.789 2.742
C 3.494 -0.526 3.946
C 2.792 0.059 4.986
C 1.453 0.352 4.799
C 0.891 0.079 3.565
N 1.564 -0.458 2.543
N 1.703 -2.238 0.283
C 0.619 -3.248 0.157
C -0.081 -3.520 1.482
C 0.021 -4.718 2.158
C -0.663 -4.862 3.360
C -1.418 -3.805 3.836
C -1.472 -2.635 3.089
N -0.827 -2.490 1.938
C 2.058 -1.450 -0.953
C 1.155 -1.720 -2.160
C 1.604 -2.716 -3.011
C 0.809 -3.118 -4.074
C -0.414 -2.497 -4.244
C -0.771 -1.487 -3.364
N -0.016 -1.066 -2.347
H 2.409 -3.229 1.936
H 3.479 -3.374 0.535
H 3.862 -0.789 0.854
H 4.541 -1.866 2.052
H 4.534 -0.798 4.067
H 3.282 0.266 5.928
H 0.850 0.796 5.580
H -0.152 0.310 3.371
H 0.975 -4.153 -0.348
H -0.191 -2.855 -0.470
H 0.621 -5.525 1.758
H -0.602 -5.790 3.913
H -1.966 -3.874 4.764
H -2.062 -1.788 3.419
H 3.067 -1.732 -1.254
H 2.128 -0.366 -0.747
H 2.564 -3.183 -2.840
H 1.139 -3.903 -4.741
H -1.087 -2.764 -5.046
H -1.704 -0.951 -3.505
C -2.388 2.543 4.242
C -2.935 1.380 3.420
Ge -2.318 1.313 1.502
C -3.860 0.293 0.689
C -5.241 0.939 0.779
C -2.671 3.197 0.989
C -1.848 4.019 0.329
Ge 0.005 3.713 -0.221
C 1.236 3.944 1.279
C 0.659 3.521 2.612
C 0.573 4.854 -1.716
C 1.041 6.233 -1.241
C -2.162 5.468 0.133
C -2.044 6.359 1.198
C -2.302 7.712 1.021
C -2.681 8.191 -0.224
C -2.812 7.310 -1.290
C -2.548 5.961 -1.113
H -2.821 2.580 5.244
H -2.598 3.502 3.762
H -1.308 2.484 4.358
H -4.030 1.410 3.422
H -2.676 0.438 3.920
H -3.868 -0.686 1.185
H -3.636 0.085 -0.367
H -5.526 1.134 1.815
H -6.023 0.314 0.342
H -5.258 1.897 0.256
H -3.612 3.655 1.312
H 2.141 3.382 1.036
H 1.523 4.998 1.304
H 1.382 3.646 3.423
H 0.353 2.479 2.586
H -0.228 4.101 2.859
H -0.241 4.970 -2.431
H 1.388 4.340 -2.234
H 0.267 6.749 -0.669
H 1.294 6.866 -2.093
H 1.931 6.159 -0.615
H -1.748 5.986 2.171
H -2.207 8.390 1.858
H -2.882 9.245 -0.362
H -3.122 7.676 -2.260
H -2.664 5.279 -1.949
N -1.772 1.985 -2.608
C -0.410 2.085 -3.096
C 0.703 1.708 -2.124
O 1.688 1.114 -2.506
O 0.548 1.972 -0.822
H -2.123 2.855 -2.229
H -1.881 1.299 -1.871
H -0.223 3.100 -3.443
H -0.248 1.441 -3.962

Forces on the atoms, in the same order (eV/Å):
Sr -1.3951 2.4516 1.4318
C -0.0150 0.2310 0.3331
C 0.1198 0.0764 -0.1340
C -0.0021 0.0671 0.1717
C -0.0536 -0.0586 0.0262
C 0.0095 -0.0146 0.0012
C -0.0527 0.0098 -0.0164
C 0.0181 0.0193 0.0110
N 0.0526 0.1099 -0.0255
N -0.7858 -0.3750 -0.8131
C 0.2627 -0.0882 -0.0443
C 0.1548 0.2261 0.1071
C -0.0063 -0.0031 0.0430
C -0.0261 0.0330 0.0114
C 0.0245 -0.0145 -0.0221
C -0.0560 -0.0052 -0.0055
N 0.4148 -0.4045 -0.4411
C 0.4682 -0.5539 -0.1355
C 0.3426 -0.2086 -0.0993
C -0.2004 -0.0519 -0.1693
C -0.0575 0.0364 0.0243
C 0.0524 0.0672 0.0122
C -0.2424 0.4819 -0.1215
N 0.5781 -1.1843 0.4426
H 0.0518 -0.1081 -0.1049
H 0.0225 0.0874 -0.0929
H -0.0031 -0.0591 -0.0101
H 0.0228 0.0340 -0.0178
H 0.0042 0.0066 -0.0113
H -0.0098 0.0109 -0.0036
H 0.0068 -0.0030 0.0037
H -0.0523 0.0666 -0.0122
H -0.1578 -0.1336 0.1747
H 0.2906 -0.2925 -0.3451
H 0.0045 0.0068 -0.0113
H -0.0127 0.0048 0.0087
H 0.0083 -0.0207 0.0045
H 0.0024 0.0193 -0.0130
H 0.0138 0.0557 -0.0680
H 0.0103 -0.2478 0.0077
H 0.0031 0.0168 0.0209
H -0.0158 0.0149 -0.0277
H 0.0126 -0.0203 -0.0074
H -0.0292 -0.0245 0.0452
C -0.1194 0.0544 0.0221
C -0.0680 -0.0704 0.0057
Ge 0.1860 -0.3642 0.0351
C -0.0696 0.0460 -0.0966
C -0.0083 0.0309 0.0173
C 0.1084 0.0632 -0.1678
C -0.0693 -0.0667 0.0387
Ge 0.1911 0.0041 0.1236
C 0.1535 0.0504 -0.2488
C 0.0378 -0.0020 0.2559
C -0.0169 0.0026 0.0298
C 0.0001 0.0268 -0.0015
C -0.0789 -0.0403 -0.0840
C 0.0365 0.0181 0.0133
C 0.0023 -0.0059 0.0034
C 0.0015 -0.0011 -0.0060
C 0.0138 0.0018 -0.0050
C -0.0304 0.0319 -0.0138
H -0.0020 -0.0062 -0.0102
H -0.0141 0.0031 0.0044
H 0.1706 -0.0288 0.0124
H 0.0351 0.0543 -0.0109
H 0.0182 -0.0202 -0.0664
H -0.0103 0.0125 -0.0016
H 0.0236 0.0003 0.0147
H 0.0082 0.0010 -0.0127
H 0.0029 -0.0028 0.0023
H -0.0023 -0.0033 -0.0057
H 0.0078 -0.0129 -0.0073
H 0.0063 0.0048 -0.0101
H -0.0347 -0.0162 -0.0370
H -0.0238 -0.0027 -0.0150
H -0.0616 -0.1208 0.0444
H -0.0443 0.0302 0.0433
H -0.0200 0.0131 0.0245
H 0.0166 0.0247 -0.0001
H 0.0084 -0.0093 -0.0102
H -0.0032 -0.0034 -0.0033
H -0.0108 0.0039 -0.0038
H -0.0046 -0.0106 -0.0060
H -0.0003 0.0005 -0.0031
H -0.0020 -0.0014 -0.0014
H 0.0000 0.0026 0.0027
H 0.0028 0.0021 0.0166
N -0.0319 0.0532 0.0551
C 0.0086 -0.1040 0.0488
C 0.4739 -0.0670 -0.2039
O -0.0408 0.2878 0.0301
O -0.5348 -0.0543 0.0970
H 0.0240 0.0152 0.0074
H 0.0106 -0.0427 0.0007
H 0.0207 0.0087 -0.0436
H -0.0450 -0.0527 -0.0018

As for the total charge: +1. Its HOMO energy is -8.82 eV. The largest force on an atom comes out at 3.16 eV Å⁻¹. As for the energy: -164589.83648 eV.



- Among the records above, which one has the highest total charge?
  C37H50Ge2N5O2Sr



- What is the energy in the second record?
  -164589.83648 eV



- Among the records above, which one has the lowest energy?
  C37H50Ge2N5O2Sr